67
Properties=species:S:1:pos:R:3:nbo_charge:R:1 method="wB97M-V/def2-TZVPD" gap_ev=4.447 largest_force_ha_per_bohr=0.0441 lumo_energy_ev=-5.61 energy_ha=-1603.71059 de_lowest_kj_mol=0.00 charge=+1
C 4.2176 1.3670 -1.4241 -1.131
Si 2.5288 1.3241 -2.2207 1.882
C 2.0980 3.0245 -2.8647 -1.143
C 2.5412 0.1157 -3.6463 -1.144
O 1.4087 0.8672 -1.0461 -0.855
C 0.0731 0.8280 -1.3922 0.318
C -0.8272 1.6643 -0.7821 -0.283
C -2.2647 1.6678 -1.0392 -0.065
C -2.9820 0.4689 -1.1200 -0.221
C -4.3248 0.4679 -1.4142 -0.159
C -4.9931 1.6569 -1.6293 -0.228
C -4.3102 2.8541 -1.5416 -0.205
C -2.9660 2.8635 -1.2433 -0.198
C -0.3630 -0.1016 -2.4612 -0.133
C -1.0643 0.3685 -3.5701 -0.186
C -1.4479 -0.4924 -4.5734 -0.194
C -1.1234 -1.8334 -4.4932 -0.201
C -0.4150 -2.3121 -3.4068 -0.227
C -0.0384 -1.4529 -2.3972 -0.154
H 4.9784 1.6381 -2.1519 0.250
H 4.2166 2.0947 -0.6175 0.241
H 4.4414 0.3860 -1.0140 0.230
H 2.7967 3.3316 -3.6384 0.249
H 1.0936 3.0076 -3.2771 0.240
H 2.1348 3.7393 -2.0485 0.240
H 3.3579 0.3381 -4.3268 0.247
H 2.6601 -0.8936 -3.2656 0.234
H 1.6028 0.1781 -4.1890 0.247
H -0.4272 2.4002 -0.1069 0.220
H -2.4691 -0.4585 -0.9320 0.201
H -4.8538 -0.4663 -1.4932 0.206
H -6.0417 1.6485 -1.8783 0.218
H -4.8294 3.7835 -1.7147 0.220
H -2.4323 3.7964 -1.1870 0.213
H -1.3038 1.4158 -3.6312 0.226
H -1.9975 -0.1177 -5.4226 0.224
H -1.4164 -2.5060 -5.2828 0.222
H -0.1436 -3.3550 -3.3551 0.217
H 0.5137 -1.8154 -1.5477 0.189
C 1.3947 -1.6724 1.9817 0.086
C 2.7294 -1.7949 2.4976 -0.087
C 3.7425 -2.4061 1.7317 -0.124
C 4.9770 -2.6756 2.2781 -0.222
C 5.2432 -2.3519 3.5956 -0.109
C 4.2881 -1.7023 4.3544 -0.219
C 3.0559 -1.4171 3.8165 -0.133
C 0.3638 -1.0161 2.6313 -0.315
C -0.9848 -1.1726 2.3641 0.072
C -2.0274 -0.5953 3.1693 -0.071
C -3.3057 -1.1867 3.2267 -0.139
C -4.2853 -0.6931 4.0602 -0.215
C -4.0343 0.4205 4.8430 -0.114
C -2.7949 1.0336 4.7956 -0.217
C -1.8037 0.5341 3.9802 -0.143
H 1.1491 -2.2251 1.0930 0.218
H 3.5432 -2.6589 0.7042 0.223
H 5.7460 -3.1386 1.6798 0.237
H 6.1894 -2.6141 4.0362 0.234
H 4.5176 -1.4259 5.3716 0.236
H 2.3244 -0.9287 4.4328 0.214
H 0.6225 -0.4111 3.4790 0.215
H -1.2749 -1.8779 1.6056 0.222
H -3.4939 -2.0734 2.6494 0.223
H -5.2444 -1.1853 4.1210 0.237
H -4.8055 0.8121 5.4861 0.234
H -2.6142 1.9065 5.4056 0.235
H -0.8466 1.0252 3.9556 0.216